{"formula": "C31H56MnN7O", "method": "wB97M-V/def2-TZVPD", "multiplicity": 6, "gap_ha": [0.2431, 0.2382], "homo_ev": [-12.6279, -12.6279], "lumo_energy_ha": [-0.2210, -0.2258], "mol_weight_g_mol": 597.8, "s2": 8.757, "e_tot_ev": -76844.690, "total_charge": 1, "species": ["Mn", "C", "C", "C", "O", "H", "H", "H", "H", "H", "H", "H", "C", "C", "C", "C", "N", "H", "H", "H", "H", "H", "H", "H", "C", "C", "C", "C", "N", "H", "H", "H", "H", "H", "H", "H", "C", "C", "C", "C", "N", "H", "H", "H", "H", "H", "H", "H", "C", "C", "C", "C", "N", "H", "H", "H", "H", "H", "H", "H", "C", "C", "C", "C", "N", "H", "H", "H", "H", "H", "H", "H", "C", "C", "C", "C", "N", "H", "H", "H", "H", "H", "H", "H", "C", "C", "C", "C", "N", "H", "H", "H", "H", "H", "H", "H"], "positions_angstrom": [[0.19749, 3.60939, -2.07183], [0.97380, 0.12701, -0.47209], [-0.29705, 0.96297, -0.31065], [-0.29627, 1.68192, 1.03868], [-0.51598, 1.85936, -1.36702], [0.88717, -0.57654, -1.30479], [1.15915, -0.49675, 0.40174], [1.85089, 0.72155, -0.74326], [-1.11724, 0.23655, -0.31288], [-0.09997, 0.97148, 1.84452], [-1.20886, 2.23562, 1.25439], [0.57136, 2.35125, 1.07961], [3.02381, -0.66659, -5.23920], [1.81789, -0.92649, -4.32901], [1.69453, -2.38175, -3.86169], [1.33073, -3.27455, -4.95136], [1.08602, -4.03449, -5.77554], [2.88281, -1.01555, -6.26043], [3.92935, -1.07938, -4.79235], [3.19515, 0.41092, -5.29498], [0.89537, -0.61012, -4.82488], [1.90826, -0.19904, -3.51714], [0.99622, -2.52117, -3.03448], [2.66914, -2.62702, -3.43361], [-0.67371, -2.17177, 2.23336], [-2.05490, -1.89712, 2.86659], [-2.97244, -3.10285, 2.94610], [-4.24840, -2.85112, 3.61484], [-5.25373, -2.61464, 4.11536], [-0.19276, -3.09463, 2.56186], [0.03262, -1.36655, 2.43315], [-0.81055, -2.29910, 1.15594], [-2.54766, -1.07116, 2.35341], [-1.85395, -1.55822, 3.88728], [-2.52872, -3.99974, 3.38165], [-3.15563, -3.38955, 1.90499], [-3.30020, -2.10130, -3.22220], [-1.92889, -1.89353, -2.52207], [-1.45325, -3.04492, -1.62080], [-1.35463, -4.34024, -2.25912], [-1.24619, -5.36707, -2.75991], [-3.22891, -2.90371, -3.95996], [-3.55811, -1.19062, -3.76096], [-4.06748, -2.44918, -2.53215], [-2.04724, -0.95408, -1.97953], [-1.15904, -1.69188, -3.27072], [-2.16469, -3.19707, -0.80351], [-0.49886, -2.71392, -1.20725], [-5.75434, 1.70763, 0.80478], [-4.37976, 1.88735, 0.13983], [-4.12291, 0.82661, -0.92236], [-4.18780, -0.52124, -0.31260], [-4.24517, -1.55671, 0.18039], [-6.47409, 1.57930, -0.00632], [-6.04873, 2.56576, 1.40638], [-5.79823, 0.81951, 1.43358], [-3.60446, 1.84499, 0.91087], [-4.30751, 2.89925, -0.26673], [-3.14134, 0.88833, -1.39533], [-4.89213, 0.83509, -1.69665], [4.36371, -1.53687, -0.06366], [4.62200, -2.75784, 0.83109], [3.33455, -3.44914, 1.33409], [2.32994, -3.54308, 0.26350], [1.53902, -3.64186, -0.56391], [3.71837, -0.81887, 0.44570], [3.84180, -1.76761, -0.99243], [5.29573, -1.00749, -0.25483], [5.21781, -2.46623, 1.69796], [5.29034, -3.45720, 0.32624], [2.89528, -2.85789, 2.14125], [3.49073, -4.43057, 1.78027], [-0.89713, 4.93238, 3.03765], [-1.83281, 6.03456, 2.52336], [-2.56456, 5.74050, 1.21792], [-1.65093, 5.29784, 0.14379], [-0.92609, 4.91900, -0.65842], [-0.41449, 5.29495, 3.94674], [-0.11944, 4.69081, 2.31139], [-1.37757, 4.01966, 3.39307], [-1.27655, 6.96493, 2.41308], [-2.57936, 6.14422, 3.30992], [-3.14409, 6.60484, 0.90203], [-3.17878, 4.84848, 1.37324], [6.04200, 1.29796, 1.70482], [4.93986, 2.33996, 1.88068], [3.54785, 1.85222, 1.49991], [3.08838, 0.70317, 2.26594], [2.77868, -0.18852, 2.91967], [5.86520, 0.42002, 2.33528], [7.03982, 1.59117, 2.03069], [6.13415, 0.87605, 0.70302], [5.09666, 3.21678, 1.25205], [4.93173, 2.59380, 2.94084], [3.45624, 1.63519, 0.43206], [2.79197, 2.63421, 1.62207]], "mulliken_charge": [0.967, 0.012, 2.697, -0.820, -0.680, -0.748, -0.053, 0.193, -0.917, 0.265, -0.032, -0.144, -1.416, -0.020, 1.062, -0.090, -0.478, 0.331, 0.344, 0.409, 0.399, -0.027, -0.819, 0.352, -0.198, -0.304, -0.238, 0.004, -0.455, 0.555, 0.048, -0.322, -0.034, 0.461, 0.485, 0.049, -1.679, 0.890, 1.719, -0.148, -0.547, 0.540, 0.386, 0.312, -0.805, 0.033, 0.109, -0.877, -1.445, 0.068, -0.084, 0.157, -0.469, 0.323, 0.397, 0.348, -0.129, 0.368, -0.009, 0.490, -0.253, -0.722, -0.456, 0.149, -0.347, -0.236, 0.055, 0.334, 0.349, 0.389, 0.153, 0.486, -1.024, -0.550, -0.099, 0.148, -0.266, 0.411, 0.190, 0.303, 0.309, 0.332, 0.430, 0.049, -1.127, -0.683, 0.422, 0.176, -0.526, 0.313, 0.398, 0.213, 0.358, 0.336, 0.125, 0.076]}

=====

{"formula": "C42H59F18NO18PS3", "method": "wB97M-V/def2-TZVPD", "gap_ha": 0.2776, "homo_ev": -6.0451, "lumo_energy_ha": 0.0554, "mol_weight_g_mol": 1335.1, "e_tot_ev": -173567.114, "total_charge": -1, "species": ["C", "C", "O", "C", "C", "P", "O", "C", "N", "S", "O", "O", "C", "F", "F", "C", "F", "F", "C", "F", "F", "C", "F", "F", "F", "O", "C", "C", "C", "C", "C", "F", "F", "C", "F", "F", "S", "F", "F", "F", "F", "F", "C", "S", "C", "C", "O", "H", "H", "H", "H", "H", "H", "H", "H", "H", "H", "H", "H", "H", "H", "H", "H", "H", "H", "H", "H", "H", "H", "H", "O", "C", "O", "C", "C", "C", "H", "H", "H", "H", "H", "H", "O", "C", "O", "C", "C", "C", "H", "H", "H", "H", "H", "H", "O", "C", "O", "C", "C", "C", "H", "H", "H", "H", "H", "H", "O", "C", "O", "C", "C", "C", "H", "H", "H", "H", "H", "H", "O", "C", "O", "C", "C", "C", "H", "H", "H", "H", "H", "H", "O", "C", "O", "C", "C", "C", "H", "H", "H", "H", "H", "H"], "positions_angstrom": [[1.16700, 0.18445, 7.31167], [0.07506, -0.86835, 7.34725], [-1.07868, -0.43013, 6.66899], [-1.32734, -1.15523, 5.45435], [-2.67869, -0.69229, 4.90265], [-2.81203, -0.38660, 3.03622], [-3.07681, -0.21123, 1.21422], [-4.29059, -0.18236, 0.86074], [-5.41228, -0.18980, 0.57527], [-1.73891, -2.30438, 2.59621], [-0.28909, -2.21623, 2.62086], [-2.25776, -3.32352, 3.48336], [-2.07368, -2.96665, 0.85310], [-3.36235, -2.89973, 0.49536], [-1.76740, -4.27252, 0.94765], [-1.12143, -2.37477, -0.24602], [0.02349, -3.08938, -0.18219], [-0.77697, -1.10582, -0.00530], [-1.59547, -2.55280, -1.71464], [-1.95356, -3.84326, -1.84190], [-0.56834, -2.29471, -2.52548], [-2.81314, -1.68246, -2.19433], [-2.59228, -1.31792, -3.47173], [-3.94031, -2.37054, -2.17869], [-2.95412, -0.57371, -1.49516], [-3.71085, 1.07146, 3.25903], [-2.96055, 2.16898, 2.86284], [-1.48980, 1.85316, 3.13723], [-0.54482, 2.43297, 2.06740], [0.78976, 1.70887, 2.12608], [1.85955, 2.40523, 1.27835], [1.58665, 2.12295, -0.01496], [1.80473, 3.73558, 1.49625], [3.25241, 1.87906, 1.71736], [3.20351, 0.57281, 1.93486], [3.53086, 2.45777, 2.88860], [4.70928, 2.20041, 0.53134], [4.07652, 1.22633, -0.53430], [5.51239, 0.97640, 1.15362], [5.43576, 3.14878, 1.58159], [3.99821, 3.45915, -0.10447], [5.91512, 2.44365, -0.45625], [-0.93645, 2.26348, 4.53772], [-2.13544, 2.83815, 5.76033], [-1.94424, 4.65915, 5.81568], [-1.74463, 5.35631, 4.48277], [-1.39903, 0.45766, 2.86297], [2.08772, -0.19812, 7.75075], [1.38626, 0.50345, 6.29409], [0.86949, 1.06884, 7.86744], [0.43513, -1.81941, 6.95555], [-0.19981, -1.00828, 8.39485], [-0.49968, -1.01510, 4.75790], [-1.36586, -2.21083, 5.72352], [-2.98290, 0.18556, 5.45862], [-3.39263, -1.47622, 5.14088], [-4.00340, -1.16589, 3.02459], [-3.33696, 3.11960, 3.21854], [-2.99369, 2.29059, 1.76575], [-0.46378, 3.50656, 2.22247], [-0.98701, 2.24878, 1.09106], [0.68208, 0.72451, 1.68515], [1.17535, 1.57339, 3.13212], [-0.38793, 1.41414, 4.93257], [-0.19929, 3.05370, 4.42319], [-2.86404, 4.99205, 6.28534], [-1.08967, 4.86013, 6.45137], [-2.58128, 5.20396, 3.80694], [-1.68063, 6.42720, 4.68372], [-0.78968, 5.06831, 4.04760], [0.69923, 8.64132, -2.69543], [1.60045, 7.89112, -2.46371], [1.72331, 6.68396, -3.06107], [2.84179, 5.96552, -2.50909], [3.74574, 7.03277, -1.90694], [2.73319, 8.08964, -1.47018], [2.46837, 5.27052, -1.75377], [3.32580, 5.39746, -3.29911], [4.37555, 6.65535, -1.10355], [4.39667, 7.44547, -2.67911], [2.34852, 7.90271, -0.46649], [3.12400, 9.10092, -1.53502], [2.25135, 2.50630, -6.39743], [1.89252, 1.96725, -5.39151], [2.25455, 2.39994, -4.16208], [1.76627, 1.49994, -3.15050], [0.59657, 0.77035, -3.79801], [1.03107, 0.72346, -5.26225], [2.57367, 0.82097, -2.86899], [1.47026, 2.07432, -2.28039], [0.40294, -0.20452, -3.35636], [-0.31103, 1.36797, -3.70283], [1.64766, -0.14976, -5.48101], [0.19335, 0.76798, -5.95222], [-1.49176, -9.00967, -6.20948], [-1.80199, -8.09166, -5.50385], [-2.62948, -8.23600, -4.44084], [-2.89554, -6.94488, -3.84807], [-1.73546, -6.06133, -4.27693], [-1.38522, -6.64192, -5.64391], [-3.85555, -6.58472, -4.22400], [-2.96574, -7.06020, -2.76857], [-1.97892, -5.00655, -4.29090], [-0.89287, -6.20335, -3.59543], [-1.97122, -6.18673, -6.44358], [-0.32423, -6.57024, -5.86706], [1.13532, 5.12985, 4.74368], [2.07938, 5.73451, 5.15909], [2.17957, 6.09826, 6.45937], [3.35073, 6.90353, 6.66540], [4.27838, 6.56065, 5.50713], [3.28355, 6.24615, 4.39073], [3.05146, 7.95409, 6.66107], [3.77617, 6.66420, 7.63673], [4.97959, 7.35816, 5.26997], [4.85473, 5.66608, 5.74597], [2.98675, 7.13962, 3.83901], [3.64875, 5.49052, 3.70352], [-1.75533, -3.47650, -5.64188], [-2.00561, -3.15438, -6.76458], [-2.62155, -3.98300, -7.64308], [-2.69285, -3.36754, -8.94125], [-2.57360, -1.87092, -8.67993], [-1.67691, -1.83894, -7.44286], [-1.87061, -3.75063, -9.54920], [-3.63390, -3.64357, -9.41007], [-2.18175, -1.31767, -9.53075], [-3.55297, -1.45943, -8.43332], [-0.61700, -1.83896, -7.70181], [-1.89690, -1.00554, -6.78201], [1.70425, -7.73321, -3.94862], [1.20922, -8.33967, -3.04401], [1.39028, -7.99058, -1.74822], [0.76473, -8.95240, -0.88110], [-0.29407, -9.63270, -1.74047], [0.34681, -9.58430, -3.12652], [1.52897, -9.65100, -0.53223], [0.34740, -8.43185, -0.02286], [-0.54686, -10.63462, -1.39958], [-1.20865, -9.03784, -1.74021], [0.98922, -10.44621, -3.31261], [-0.39171, -9.49316, -3.91528]], "mulliken_charge": [-0.806, -0.417, -0.399, -0.416, -1.006, -1.056, -0.430, 0.904, -0.819, 1.328, -0.703, -0.700, 0.164, -0.254, -0.274, 0.567, -0.333, -0.074, 0.525, -0.324, -0.260, 0.609, -0.178, -0.258, -0.204, -0.620, -0.755, 1.224, -1.963, -1.015, 1.298, -0.046, -0.242, 0.420, -0.269, -0.235, 1.435, -0.284, -0.340, -0.344, -0.295, -0.314, -0.610, -0.153, -0.299, -0.638, 0.335, 0.437, 0.005, 0.244, 0.372, 0.341, 0.478, 0.589, 0.797, 0.494, 0.521, 0.214, 0.401, 0.441, 0.656, -0.056, 0.287, -0.348, 0.464, 0.457, 0.237, 0.310, 0.427, -0.158, -0.593, 0.425, -0.354, 0.075, -0.494, -0.312, -0.122, 0.284, 0.296, 0.315, 0.177, 0.309, -0.628, 0.439, -0.331, 0.085, 0.284, -0.400, 0.093, -0.095, -0.192, 0.298, 0.300, 0.199, -0.627, 0.342, -0.395, -0.611, 0.505, -0.111, 0.314, 0.308, -0.044, 0.017, 0.081, 0.340, -0.495, 0.302, -0.397, -0.442, -0.606, -0.034, 0.260, 0.329, 0.339, 0.268, 0.286, 0.026, -0.474, 0.325, -0.384, -0.462, -0.678, -0.060, 0.266, 0.340, 0.345, 0.296, 0.247, 0.152, -0.613, 0.610, -0.382, -0.481, -0.374, -0.166, 0.252, 0.367, 0.383, 0.086, 0.345, -0.039]}

=====

{"formula": "C34H32IO8PSi", "method": "wB97M-V/def2-TZVPD", "gap_ha": 0.3132, "homo_ev": -9.5915, "lumo_energy_ha": -0.0392, "mol_weight_g_mol": 754.6, "e_tot_ev": -77431.645, "species": ["C", "C", "I", "C", "O", "P", "O", "O", "O", "Si", "C", "C", "C", "H", "H", "H", "H", "H", "H", "H", "H", "H", "H", "H", "H", "H", "H", "H", "H", "C", "C", "C", "C", "C", "C", "C", "O", "C", "C", "C", "C", "C", "C", "C", "O", "H", "H", "H", "H", "H", "H", "H", "H", "C", "C", "C", "C", "C", "C", "C", "O", "C", "C", "C", "C", "C", "C", "C", "O", "H", "H", "H", "H", "H", "H", "H", "H"], "positions_angstrom": [[2.98644, -3.33990, 6.18821], [1.48148, -3.16698, 6.32171], [0.94223, -2.91120, 8.37125], [0.75749, -4.35196, 5.71750], [-0.64935, -4.24463, 5.91394], [-1.67432, -5.00549, 4.95510], [-1.89917, -4.31994, 3.68196], [-1.10482, -6.48822, 4.82763], [-2.90134, -5.21293, 5.88977], [-4.09345, -4.06647, 6.29071], [-3.28730, -2.47857, 6.81473], [-5.02395, -4.83575, 7.70163], [-5.18443, -3.78159, 4.82027], [3.24193, -3.65124, 5.17120], [3.50229, -2.40309, 6.39131], [3.36374, -4.09515, 6.87738], [1.16483, -2.25311, 5.82197], [1.11462, -5.28815, 6.15487], [0.97605, -4.35638, 4.64149], [-0.66250, -6.62204, 3.98513], [-2.52082, -2.64015, 7.57408], [-2.82271, -1.94390, 5.98439], [-4.06351, -1.83785, 7.24307], [-4.33644, -5.32773, 8.39235], [-5.74628, -5.57907, 7.36088], [-5.56011, -4.06497, 8.26004], [-5.60417, -4.70994, 4.43001], [-4.65941, -3.27616, 4.00905], [-6.01544, -3.14792, 5.14619], [-0.60193, -1.53822, 3.18145], [-1.59838, -0.57559, 3.07034], [-1.78033, 0.10255, 1.87718], [-0.96018, -0.17384, 0.78912], [0.04739, -1.13304, 0.90492], [0.21921, -1.81478, 2.10335], [0.95500, -1.44495, -0.23578], [1.82662, -2.28275, -0.13770], [0.75357, -0.68362, -1.50290], [1.60194, -0.93039, -2.57658], [1.43088, -0.24181, -3.76542], [0.40878, 0.69390, -3.89219], [-0.43655, 0.94495, -2.82404], [-0.26687, 0.26049, -1.62576], [-1.18561, 0.56066, -0.48794], [-2.07965, 1.37166, -0.60078], [-0.48567, -2.08550, 4.10651], [-2.23959, -0.36158, 3.91599], [-2.55520, 0.84870, 1.76425], [0.99719, -2.56402, 2.16337], [2.38590, -1.66606, -2.45777], [2.09374, -0.43125, -4.60009], [0.27939, 1.23081, -4.82412], [-1.23498, 1.67108, -2.89750], [4.04481, 5.45147, -3.73487], [3.29297, 4.30384, -3.50623], [2.42246, 3.84241, -4.47886], [2.29609, 4.52618, -5.68153], [3.04537, 5.68102, -5.90809], [3.92193, 6.13838, -4.93112], [2.91913, 6.44472, -7.18275], [3.57925, 7.43948, -7.38970], [1.94581, 5.93698, -8.19443], [1.78058, 6.64572, -9.37860], [0.88832, 6.19407, -10.33601], [0.15868, 5.03051, -10.11791], [0.31910, 4.32024, -8.94060], [1.21058, 4.77133, -7.97389], [1.35709, 3.99453, -6.71026], [0.73591, 2.96803, -6.52638], [4.72729, 5.81095, -2.97577], [3.38580, 3.77049, -2.56914], [1.83213, 2.95136, -4.31899], [4.49540, 7.03392, -5.12841], [2.36065, 7.54619, -9.52802], [0.75916, 6.74866, -11.25628], [-0.53654, 4.67914, -10.86911], [-0.23825, 3.41346, -8.74877]], "mulliken_charge": [-1.323, -0.181, 0.053, -0.717, 0.114, 0.818, -0.614, -0.567, -0.409, 0.401, -0.660, -1.054, -0.990, 0.363, 0.404, 0.390, 0.335, 0.539, 0.328, 0.362, 0.199, 0.009, 0.434, 0.287, 0.306, 0.338, 0.327, 0.289, 0.353, 0.501, -1.061, -0.702, 0.194, -0.249, -0.490, 0.620, -0.674, 0.126, -0.682, -0.513, -0.571, -0.559, 0.209, 0.683, -0.670, 0.275, 0.391, 0.483, 0.525, 0.483, 0.454, 0.594, 0.489, -0.463, -0.648, -0.122, 0.089, 0.412, -0.741, 0.525, -0.658, 0.122, -0.552, -0.464, -0.516, -0.451, 0.053, 0.572, -0.672, 0.385, 0.457, 0.452, 0.495, 0.473, 0.404, 0.395, 0.463]}

=====

{"formula": "C3H2N2S", "method": "wB97M-V/def2-TZVPD", "multiplicity": 3, "gap_ha": [0.2686, 0.2377], "homo_ev": [-7.6081, -9.0234], "lumo_energy_ha": [-0.0110, -0.0939], "mol_weight_g_mol": 98.1, "s2": 2.025, "e_tot_ev": -16950.852, "species": ["C", "C", "C", "N", "N", "S", "H", "H"], "positions_angstrom": [[0.08130, 0.70662, 0.04465], [0.64967, -0.46218, -0.14984], [2.49393, 0.80496, -0.21920], [1.94764, 1.86787, 0.00644], [1.96439, -0.44720, -0.56713], [3.55531, -0.51415, 0.20479], [-0.81310, 1.24481, 0.24253], [0.14920, -1.41895, -0.18140]], "mulliken_charge": [-0.325, -0.309, 0.576, -0.474, -0.128, -0.078, 0.378, 0.360]}